51
Properties=species:S:1:pos:R:3:forces:R:3 method="wB97M-V/def2-TZVPD" s_squared=0.75 multiplicity=2 e_tot_ha=-1058.29340 homo_lumo_gap_ev="8.65 / 9.65" total_charge=0 e_homo_ev="-8.09 / -9.08" e_above_lowest_kj_mol=0.0 lumo_energy_ev="0.57 / 0.57"
C -0.8236 1.5704 -4.8707 0.1 -0.1 -0.2
O -0.4802 1.5814 -3.4878 0.1 0.0 -0.1
C -1.4472 1.1224 -2.6530 -0.2 -0.4 0.2
O -2.0144 1.8415 -1.8959 -0.1 0.4 0.4
C -1.7153 -0.3739 -2.7074 0.1 -0.2 0.1
O -0.8315 -1.0886 -1.8198 0.0 0.1 -0.9
C -0.1035 -2.0484 -2.5321 0.4 0.8 0.7
C -0.7109 -3.1957 -2.9700 -0.3 -0.3 -0.1
C 0.0301 -4.1295 -3.6795 -0.3 0.2 0.2
C 1.3719 -3.8945 -3.9218 0.1 -0.7 -0.3
C 1.9836 -2.7544 -3.4573 -0.1 0.7 0.4
C 1.2399 -1.8147 -2.7529 0.1 -0.1 0.0
H -1.5858 2.3141 -5.0849 -0.1 0.2 0.0
H 0.0810 1.7983 -5.4157 0.2 0.1 -0.1
H -1.1794 0.5999 -5.2160 0.0 -0.1 0.1
H -2.7416 -0.5850 -2.4281 -0.2 0.2 0.1
H -1.5545 -0.7069 -3.7252 0.0 -0.3 -0.2
H -1.7578 -3.3141 -2.7345 -0.1 -0.3 -0.1
H -0.4608 -5.0224 -4.0305 0.1 -0.2 -0.1
H 1.9479 -4.6267 -4.4671 0.1 -0.1 -0.1
H 3.0305 -2.5668 -3.6308 0.2 -0.1 -0.1
H 1.6677 -0.9052 -2.3642 0.2 0.1 0.0
C 0.3331 2.0958 0.8705 -0.2 0.1 0.0
C 1.1890 1.2151 1.7971 -0.1 0.8 -1.0
C 0.9550 -0.2488 1.4472 -0.1 -0.5 0.2
C -0.4282 -0.7431 1.8569 -0.1 0.0 0.1
C -0.6864 -0.4831 3.3410 0.3 -0.3 -0.3
C -0.4310 0.9669 3.7642 -1.1 0.6 0.2
N 0.8758 1.4622 3.2362 0.8 -1.6 0.4
O 1.8571 1.0891 3.9961 -0.2 0.6 -0.1
C -1.5821 1.8745 3.2876 0.0 0.0 -0.2
C -0.4261 1.0502 5.2875 0.3 0.0 0.2
C 2.6407 1.5921 1.5181 0.3 -0.1 0.3
H 0.7691 2.1128 -0.1284 0.1 0.0 0.0
H -0.6836 1.7339 0.7398 0.1 0.0 0.0
H 0.2857 3.1269 1.2234 0.0 0.0 0.1
H 1.7119 -0.8697 1.9391 0.0 0.1 0.1
H 1.0916 -0.3895 0.3725 0.0 0.1 0.0
H -1.2038 -0.2742 1.2463 0.0 0.0 0.0
H -0.4985 -1.8150 1.6607 0.0 0.0 0.0
H -1.7159 -0.7485 3.5902 0.0 0.1 0.1
H -0.0450 -1.1479 3.9287 0.1 0.1 0.0
H -1.3340 2.9248 3.4450 0.0 0.0 0.0
H -2.4857 1.6591 3.8579 0.1 -0.1 0.1
H -1.8446 1.7379 2.2410 0.1 0.0 0.1
H 0.2820 0.3556 5.7355 0.1 0.1 -0.1
H -1.4171 0.7987 5.6640 -0.1 0.0 -0.1
H -0.1781 2.0569 5.6269 0.0 0.0 0.0
H 2.8256 2.6403 1.7585 0.0 0.0 0.0
H 2.8524 1.4436 0.4597 -0.1 0.0 -0.1
H 3.3447 0.9824 2.0819 -0.1 0.0 0.1

75
Properties=species:S:1:pos:R:3:forces:R:3 method="wB97M-V/def2-TZVPD" multiplicity=1 e_tot_ha=-9923.59507 homo_lumo_gap_ev=0.80 total_charge=0 e_homo_ev=-4.88 lumo_energy_ev=-4.07
N -0.6475 3.8228 2.9339 -0.5 0.2 0.7
N -1.4095 4.4266 4.0553 0.0 -0.2 0.0
C -2.6687 4.7752 3.5399 0.4 -0.3 0.8
N -2.9341 6.0903 3.4651 -0.7 -0.1 -1.0
N -3.4815 3.8267 3.1574 -0.7 0.5 0.1
P -5.0978 3.9444 2.4666 -1.1 -0.4 -0.1
O -5.0668 3.6722 1.0549 0.4 -0.2 -1.5
H -1.0426 2.8977 2.7834 0.2 -0.2 -0.3
H -0.8921 4.3629 2.1097 0.5 0.2 -0.2
H -1.5318 3.7031 4.7552 0.4 -0.1 0.2
H -3.5254 6.3611 2.6899 -0.4 0.1 0.2
H -3.2028 6.5254 4.3376 0.8 0.4 0.2
H -3.1186 2.8859 3.2380 0.0 -0.2 -0.2
H -5.6154 5.2102 2.7536 0.4 0.2 0.7
H -5.8181 3.0209 3.2283 0.2 0.0 0.4
C 2.3127 2.2614 1.9750 0.1 -0.2 0.2
C 2.2268 1.7679 3.4058 -0.3 0.5 -0.3
O 2.7943 0.4554 3.5475 -0.4 -0.1 0.1
C 4.1177 0.3812 3.5753 -0.1 0.0 0.1
O 4.8842 1.2868 3.5079 0.3 0.2 0.0
C 4.5332 -1.0903 3.7605 0.1 -0.3 0.0
F 3.8894 -1.8867 2.8998 -0.1 0.0 -0.1
F 4.2239 -1.5033 5.0003 -0.1 0.1 0.1
F 5.8295 -1.2534 3.5867 0.1 0.2 -0.1
H 1.8538 1.5455 1.2980 -0.1 0.0 0.0
H 1.8116 3.2223 1.8664 0.0 0.0 0.1
H 3.3459 2.3787 1.6680 0.1 0.1 0.0
H 1.1795 1.6673 3.6891 0.0 -0.3 0.1
H 2.6925 2.4559 4.1108 0.2 -0.1 0.0
C 3.6472 2.6442 -1.5142 -0.4 0.0 -0.2
O 4.4417 2.2331 -2.3460 0.2 0.0 0.1
O 3.4023 3.8564 -1.2986 0.1 -0.2 0.0
O 2.9845 1.9175 -0.7395 0.3 0.0 -0.2
C 8.3576 -2.9975 4.2215 0.1 0.1 0.1
C 9.8323 -3.3135 4.1171 0.1 0.0 0.1
O 10.6364 -2.7858 4.8408 -0.3 -0.4 0.7
C 10.2397 -4.3147 3.0672 0.1 -0.1 0.1
H 8.2007 -2.2659 5.0097 0.0 0.0 0.0
H 7.9979 -2.5845 3.2788 0.0 -0.1 -0.1
H 7.7985 -3.9048 4.4609 -0.1 0.0 -0.1
H 9.9568 -3.9516 2.0794 -0.1 0.0 0.0
H 9.7517 -5.2749 3.2604 -0.1 0.0 -0.1
H 11.3166 -4.4452 3.0963 0.0 0.1 0.0
Br -6.9624 -0.1456 0.8961 0.3 -0.1 0.0
C -6.3902 1.1503 -0.4438 0.2 -0.1 0.1
C -7.0684 0.9335 -1.7597 -0.1 0.1 0.0
Br -6.2026 -0.5842 -2.7239 0.2 -0.2 -0.2
H -5.3080 1.0787 -0.5160 0.0 -0.1 0.0
H -6.6702 2.1104 -0.0363 -0.2 0.1 -0.1
H -6.9215 1.7852 -2.4159 0.1 0.0 -0.1
H -8.1370 0.7294 -1.6723 0.3 -0.2 -0.1
C -5.2256 -4.8362 -3.9846 -0.4 -0.2 -0.1
C -5.7390 -3.6296 -4.4617 0.0 -0.2 0.0
C -5.9915 -3.4771 -5.8273 0.1 0.2 0.0
C -5.7445 -4.5199 -6.6978 0.2 -0.4 0.1
C -5.2351 -5.7361 -6.2062 -1.8 0.7 1.7
C -4.9719 -5.8932 -4.8537 0.0 -0.2 0.0
H -5.0379 -4.9636 -2.9160 -0.4 -0.2 0.0
H -5.9235 -2.8185 -3.7765 -0.3 0.2 0.1
H -6.3825 -2.5400 -6.1974 0.0 0.0 0.0
H -5.9513 -4.3953 -7.7565 -0.1 0.0 0.0
H -5.0440 -6.5409 -6.8862 -5.3 1.0 5.3
H -4.5748 -6.8274 -4.4756 -0.1 0.0 0.1
Al -3.1844 -3.7816 -3.4835 1.0 0.8 0.1
Cl -9.2493 2.1493 -0.4726 -0.6 0.6 0.3
Cl 11.8904 -1.4233 2.9198 0.3 0.4 -0.6
K -3.9546 -6.6104 -7.8914 7.0 -1.4 -7.2
C 2.1959 0.0776 -5.3517 0.2 0.2 0.1
F 3.4249 -0.2740 -4.9615 0.1 -0.1 0.0
F 2.1790 0.0536 -6.6909 -0.1 -0.1 -0.2
F 1.3535 -0.8857 -4.9278 -0.2 -0.2 0.0
S 1.7198 1.7295 -4.6976 -0.1 0.5 0.1
O 2.7185 2.6079 -5.2470 0.2 0.0 -0.1
O 1.7965 1.5365 -3.2629 -0.1 -0.2 0.1
O 0.3855 1.9140 -5.2155 -0.3 -0.2 -0.1

57
Properties=species:S:1:pos:R:3:forces:R:3 method="wB97M-V/def2-TZVPD" multiplicity=1 e_tot_ha=-15508.14903 homo_lumo_gap_ev=5.61 total_charge=+3 e_homo_ev=-16.27 e_above_lowest_kj_mol=44.3 lumo_energy_ev=-10.65
Mo -0.3704 -1.8683 0.0310 -0.9 -0.1 0.5
Se -3.0091 1.5031 1.4296 0.3 -0.6 0.6
Sb -1.9167 -0.1552 2.7433 0.4 -0.1 0.3
Se 0.6731 -0.4791 1.5323 -0.3 0.0 -0.2
Se -2.0765 -2.8047 1.1895 0.4 0.3 -0.4
Se -1.4920 -1.1631 4.8354 -0.4 0.6 -1.0
C -4.9564 -0.1459 -1.5997 0.0 -0.3 -0.3
Si -3.9033 -1.3672 -2.5500 0.9 0.1 0.2
C -3.9976 -3.1761 -2.1068 -0.1 0.4 0.0
C -3.4270 -0.9680 -4.3151 -0.3 0.0 0.3
As -1.4533 -0.3628 -1.4883 -0.4 -0.5 0.2
Si -3.3490 4.0884 -1.4502 0.1 0.3 -0.3
C -3.6133 3.6758 -3.2389 -0.2 0.0 0.5
C -1.6504 4.5642 -0.9056 -0.3 -0.2 -0.1
C -4.7680 4.1052 -0.2680 0.5 0.0 0.1
H -5.9216 -0.5870 -1.3419 0.0 0.0 0.0
H -5.1469 0.7443 -2.2020 0.0 0.0 -0.1
H -4.4676 0.1604 -0.6747 0.0 -0.1 0.1
H -4.9758 -3.5730 -2.3968 0.0 0.1 0.0
H -3.8987 -3.3393 -1.0329 0.0 0.0 0.0
H -3.2472 -3.7647 -2.6353 0.0 0.1 0.0
H -4.0562 -1.5339 -5.0071 0.0 0.0 0.0
H -2.3909 -1.2340 -4.5267 0.0 -0.1 0.0
H -3.5588 0.0910 -4.5381 0.0 0.0 0.0
H -2.9096 2.9148 -3.5839 0.1 0.1 0.0
H -3.4483 4.5709 -3.8487 0.1 0.1 0.1
H -4.6305 3.3373 -3.4390 0.0 0.0 0.1
H -0.8990 4.3356 -1.6615 -0.1 0.0 -0.1
H -1.3873 4.0522 0.0231 -0.1 0.0 0.1
H -1.6008 5.6401 -0.7048 -0.1 0.0 0.0
H -5.2527 3.1276 -0.1940 -0.1 0.0 -0.2
H -5.5243 4.8320 -0.5790 0.0 0.0 -0.1
H -4.4272 4.3726 0.7341 0.0 0.1 0.0
Ge 0.2906 -1.6939 -2.6242 0.9 -0.5 -1.0
C 1.8939 -0.8776 -3.3533 -0.4 0.1 0.4
C 2.0691 -0.9230 -4.7335 -0.2 -0.1 0.1
C 3.2382 -0.4268 -5.2883 0.1 0.0 -0.1
C 4.2347 0.0907 -4.4716 -0.1 0.0 0.0
C 4.0435 0.1638 -3.0974 0.0 0.0 0.1
C 2.8670 -0.3054 -2.5373 -0.1 0.0 0.1
C 0.7888 -3.1918 -1.2750 -0.2 0.5 0.0
C 0.0687 -4.4097 -1.3169 -0.2 -0.1 -0.1
C 0.5228 -5.5162 -0.6183 0.1 0.0 0.0
C 1.6826 -5.4289 0.1491 -0.1 0.1 0.0
C 2.4038 -4.2400 0.2120 0.0 0.1 0.0
C 1.9707 -3.1276 -0.4967 0.3 0.0 0.0
H -0.4441 -2.5170 -3.6908 -0.1 0.1 0.1
H 1.2928 -1.3372 -5.3665 0.1 0.0 -0.1
H 3.3791 -0.4623 -6.3599 0.0 0.0 0.0
H 5.1585 0.4454 -4.9074 0.0 0.0 0.0
H 4.8116 0.5828 -2.4615 0.0 0.0 0.0
H 2.7033 -0.2076 -1.4679 0.1 0.0 0.0
H -0.8066 -4.4964 -1.9506 -0.1 0.0 0.1
H -0.0129 -6.4535 -0.6865 0.0 0.0 0.0
H 2.0332 -6.2962 0.6930 0.0 0.0 0.0
H 3.3221 -4.1864 0.7812 0.0 0.0 0.0
H 2.6032 -2.2476 -0.5351 -0.1 0.0 0.1

60
Properties=species:S:1:pos:R:3:forces:R:3 method="wB97M-V/def2-TZVPD" multiplicity=1 e_tot_ha=-2091.77564 homo_lumo_gap_ev=6.90 total_charge=-1 e_homo_ev=-4.77 e_above_lowest_kj_mol=40.3 lumo_energy_ev=2.13
Pt -0.7607 0.7156 -0.0316 0.1 -0.2 0.1
O -4.5268 5.5939 -0.0407 0.2 0.5 -0.3
C -3.2483 5.8461 -0.2513 -0.3 -0.1 -0.3
O -2.8330 6.9608 -0.4769 0.1 0.1 0.1
C -2.3205 4.6831 -0.2443 0.2 0.2 0.1
C -0.9636 4.8403 -0.4172 0.0 0.0 0.0
N -0.4125 3.6197 -0.3410 -0.1 -0.1 0.0
N -1.3339 2.6741 -0.1238 0.2 0.1 0.0
C -2.5005 3.2911 -0.0574 -0.2 -0.2 0.0
C -3.7387 2.5255 0.2914 0.2 0.0 0.0
O -4.7509 3.1801 0.5509 -0.1 -0.5 -0.1
O -3.6759 1.2512 0.3860 -0.1 0.1 -0.1
H -4.6716 4.6095 0.1064 -0.1 -0.1 0.4
H -0.3893 5.7349 -0.5808 0.0 0.0 0.0
H 0.5495 3.2984 -0.3805 0.0 0.0 0.1
C 5.5596 -0.5012 0.6799 0.0 0.0 0.0
C 4.2764 0.2567 0.4970 0.0 0.0 0.0
C 3.5175 0.6784 1.5794 -0.1 0.0 0.0
C 2.3205 1.3387 1.3547 -0.1 0.0 0.0
N 1.8427 1.5946 0.1379 0.1 0.2 0.0
C 2.5760 1.1936 -0.9037 -0.1 -0.1 0.0
C 3.7849 0.5375 -0.7736 0.0 0.0 0.0
H 5.8212 -0.5870 1.7335 0.0 0.0 0.0
H 6.3820 -0.0089 0.1588 0.0 0.0 0.0
H 5.4661 -1.5080 0.2693 0.0 0.0 0.0
H 3.8375 0.4772 2.5938 0.0 0.0 0.0
H 1.6905 1.6431 2.1832 0.0 0.0 0.0
H 2.1434 1.3692 -1.8817 0.0 0.0 0.0
H 4.3220 0.2218 -1.6595 0.0 0.0 0.0
C 1.6279 -2.9878 -1.7625 0.0 0.0 0.0
Si 0.0377 -1.9519 -1.6382 -0.1 -0.2 0.0
C 0.1646 -0.7081 -3.0746 0.1 0.0 0.1
C -1.3816 -3.0910 -2.1214 0.0 0.0 0.0
C -0.0427 -1.2376 0.0696 0.0 0.2 -0.1
Si -0.7220 -2.1667 1.5247 0.0 -0.1 0.0
C -1.5683 -1.1124 2.8503 0.0 0.0 0.0
C 0.7642 -2.9691 2.4001 0.0 0.0 0.0
C -1.9117 -3.5868 1.1746 0.0 0.0 0.0
H 1.7315 -3.4639 -2.7424 0.0 0.0 0.0
H 1.6497 -3.7696 -0.9980 0.0 0.0 0.0
H 2.5031 -2.3486 -1.6054 0.0 0.0 0.0
H 1.1454 -0.7732 -3.5590 0.0 0.0 0.0
H -0.0036 0.3170 -2.7418 0.0 0.0 0.0
H -0.5924 -0.9266 -3.8316 0.0 0.0 0.0
H -1.2773 -3.3536 -3.1784 0.0 0.0 0.0
H -2.3440 -2.5927 -1.9849 0.0 0.0 0.0
H -1.3934 -4.0157 -1.5421 0.0 0.0 0.0
H 1.0274 -1.1320 0.3395 0.0 0.1 0.0
H -2.0226 -0.2213 2.4171 0.0 0.0 0.0
H -0.8497 -0.7932 3.6115 0.0 0.0 0.0
H -2.3532 -1.6865 3.3506 0.0 0.0 0.0
H 1.4539 -2.1984 2.7592 0.0 0.0 0.0
H 1.3206 -3.6166 1.7159 0.0 0.0 0.0
H 0.4570 -3.5694 3.2618 0.0 0.0 0.0
H -2.7873 -3.2427 0.6230 0.0 0.0 0.0
H -2.2468 -3.9882 2.1361 0.0 0.0 0.0
H -1.4481 -4.4031 0.6164 0.0 0.0 0.0
F -2.9811 0.6740 -1.7969 0.0 0.0 0.1
B -2.7354 0.3325 -0.4545 -0.1 0.0 -0.2
F -3.1852 -0.9468 -0.1772 0.0 0.0 0.1